# 1
13
Properties=species:S:1:pos:R:3:nbo_charge:R:1 method="wB97M-V/def2-TZVPD" homo_energy_ha=-0.371 charge=0 orbital_gap_ev=11.07 smiles="C#C[C@@H](C)OC=O" de_lowest_kj_mol=185.93 lumo_ev=0.96 fmax_ev_per_a=0.54
C -1.324 -1.260 -0.005 -0.604
C -0.153 -0.364 0.374 0.010
O 0.886 -0.690 -0.577 -0.504
C 2.034 0.001 -0.511 0.652
O 2.321 0.832 0.305 -0.566
C -0.468 1.069 0.308 -0.035
C -0.622 2.258 0.213 -0.203
H -1.660 -1.018 -1.017 0.223
H -2.158 -1.123 0.688 0.224
H -1.007 -2.307 0.018 0.222
H 0.212 -0.605 1.380 0.218
H 2.684 -0.322 -1.337 0.123
H -0.695 3.319 0.132 0.241

# 2
39
Properties=species:S:1:pos:R:3:nbo_charge:R:1 method="wB97M-V/def2-TZVPD" homo_energy_ha=-0.286 charge=0 orbital_gap_ev=7.62 lumo_ev=-0.17 fmax_ev_per_a=0.89
Li 0.081 0.433 -0.091 0.900
C -1.834 2.398 -3.589 -0.244
C -3.181 2.276 -3.293 -0.163
C -3.556 1.821 -2.038 -0.235
C -2.553 1.497 -1.126 0.158
N -1.267 1.548 -1.449 -0.448
C -0.907 1.993 -2.634 0.067
C -2.820 1.092 0.262 0.196
C -3.982 1.464 0.939 -0.237
C -4.148 1.045 2.247 -0.150
C -3.155 0.285 2.840 -0.235
C -2.010 -0.013 2.097 0.193
N -1.861 0.386 0.846 -0.459
C -0.927 -0.838 2.660 0.163
C -0.509 -0.693 3.983 -0.240
C 0.451 -1.560 4.475 -0.166
C 0.953 -2.543 3.637 -0.257
C 0.511 -2.567 2.320 0.059
N -0.394 -1.738 1.842 -0.405
H -1.514 2.795 -4.540 0.225
H -3.935 2.536 -4.022 0.219
H -4.601 1.703 -1.790 0.217
H 0.161 2.027 -2.794 0.241
H -4.724 2.086 0.463 0.226
H -5.043 1.301 2.794 0.223
H -3.268 -0.088 3.846 0.225
H -0.910 0.095 4.602 0.222
H 0.793 -1.478 5.496 0.222
H 1.674 -3.263 3.994 0.225
H 0.894 -3.294 1.617 0.200
N 2.126 0.224 1.711 -0.856
C 3.115 0.922 0.888 -0.337
C 2.392 1.731 -0.226 0.765
O 2.759 2.874 -0.453 -0.695
O 1.479 1.091 -0.814 -0.902
H 1.743 0.874 2.391 0.352
H 2.577 -0.522 2.230 0.356
H 3.734 0.179 0.380 0.195
H 3.761 1.597 1.463 0.180

# 3
42
Properties=species:S:1:pos:R:3:nbo_charge:R:1 method="wB97M-V/def2-TZVPD" homo_energy_ha=-0.294 charge=0 orbital_gap_ev=8.20 smiles="COc1ccc(NC(=O)[C@H]2OCCc3ccccc32)c(OC)c1" de_lowest_kj_mol=1759.14 lumo_ev=0.20 fmax_ev_per_a=16.47
C 6.356 0.091 0.886 -0.198
H 7.375 -0.221 1.303 0.193
O 5.515 -0.806 1.088 -0.505
C 4.148 -0.810 0.591 0.332
C 3.222 -1.959 0.821 -0.255
C 1.839 -1.839 0.569 -0.258
C 1.370 -0.847 -0.133 0.182
C 2.338 0.318 -0.781 0.303
C 3.614 0.290 -0.299 -0.386
H 4.391 1.002 -0.493 0.231
O 1.785 1.484 -1.445 -0.532
C 2.577 2.442 -1.953 -0.172
H 3.554 1.810 -2.555 0.138
H 2.085 3.087 -2.429 0.175
H 3.036 2.890 -1.112 0.164
N 0.086 -0.652 -0.684 -0.624
C -0.921 -1.443 -0.357 0.708
O -1.013 -2.213 0.505 -0.574
C -2.131 -0.656 -1.178 0.007
C -2.896 0.293 -0.062 -0.168
C -2.251 1.432 0.010 -0.160
C -2.868 2.448 1.135 -0.153
C -3.969 2.199 1.648 -0.245
C -4.688 0.954 1.488 -0.094
C -4.091 0.147 0.188 0.045
C -4.743 -1.266 0.089 -0.451
C -3.843 -2.526 -0.429 -0.037
H -3.158 -2.524 0.345 0.194
O -3.167 -1.853 -1.384 -0.598
H -4.350 -3.236 -0.778 0.177
H -5.559 -0.958 -0.724 0.198
H -5.384 -1.691 0.852 0.207
H -5.543 0.731 1.807 0.169
H -4.413 2.668 2.261 0.183
H -2.261 3.208 1.192 0.190
H -1.216 1.854 -0.336 0.221
H -1.929 -0.272 -2.229 0.234
H 0.062 0.137 -1.228 0.419
H 1.181 -2.481 0.814 0.237
H 3.426 -2.451 1.705 0.215
H 6.572 0.068 -0.116 0.159
H 5.862 1.149 1.409 0.130

# 4
18
Properties=species:S:1:pos:R:3:nbo_charge:R:1 method="wB97M-V/def2-TZVPD" homo_energy_ha=-0.343 charge=0 orbital_gap_ev=10.23 smiles="CCC(C)=O.C" de_lowest_kj_mol=154.61 lumo_ev=0.90 fmax_ev_per_a=1.13
C -2.361 0.675 0.338 -0.829
O 0.080 1.478 -0.339 -0.611
C 0.323 0.371 0.092 0.616
C 0.122 -0.854 -0.705 -0.523
C 1.589 -0.588 -1.320 -0.602
C 1.024 0.117 1.407 -0.733
H -1.954 1.389 1.060 0.218
H -3.300 0.244 0.670 0.201
H -2.443 1.183 -0.628 0.227
H -0.673 -0.814 -1.455 0.234
H -0.055 -1.775 -0.120 0.222
H -1.672 -0.165 0.230 0.194
H 1.422 -0.288 -2.351 0.235
H 2.166 0.270 -0.913 0.236
H 2.226 -1.450 -1.184 0.217
H 1.796 0.871 1.559 0.236
H 0.248 0.223 2.168 0.244
H 1.462 -0.886 1.490 0.218

# 5
8
Properties=species:S:1:pos:R:3:nbo_charge:R:1 method="wB97M-V/def2-TZVPD" homo_energy_ha="-0.535 / -0.534" s_squared=2.01 charge=+1 orbital_gap_ev="6.19 / 4.34" lumo_ev="-8.37 / -10.19" spin_multiplicity=3 fmax_ev_per_a=3.24
Pt 3.482 1.784 0.187 1.038
Br 2.109 -0.291 0.529 -0.046
O -1.031 1.170 -1.108 -0.915
H -0.218 0.693 -0.930 0.431
H -1.695 0.484 -1.240 0.491
O -1.188 -1.363 0.627 -0.910
H -1.033 -1.658 1.530 0.479
H -0.427 -0.820 0.404 0.432

# 6
90
Properties=species:S:1:pos:R:3:mulliken_charge:R:1 method="wB97M-V/def2-TZVPD" homo_energy_ha=-0.340 charge=0 orbital_gap_ev=9.70 smiles=CCNB1OB(CCCCSc2nnco2)OB(CCC(F)(F)F)O1.COCCOCCOC.COCCOCCOC lumo_ev=0.45 fmax_ev_per_a=1.00
C 3.063 -0.143 -2.949 -0.610
C 3.026 -1.498 -3.671 -0.031
N 1.821 -1.741 -4.464 -0.140
B 0.551 -1.844 -3.879 0.012
O -0.604 -1.834 -4.668 -0.435
B -1.537 -0.927 -4.192 0.237
C -2.237 0.088 -5.152 -0.984
C -3.232 1.073 -4.516 -0.243
C -3.419 2.365 -5.340 -0.707
C -3.186 3.684 -4.577 -0.651
S -1.911 4.747 -5.316 -0.218
C -0.539 4.224 -4.397 0.528
N 0.601 3.845 -4.867 -0.413
N 1.425 3.643 -3.764 -0.330
C 0.709 3.903 -2.736 -0.047
O -0.548 4.279 -3.048 -0.213
O -1.750 -0.912 -2.816 -0.417
B -0.658 -1.173 -1.993 0.147
C -0.662 -0.522 -0.566 -0.240
C -0.126 0.915 -0.667 -0.309
C -0.664 1.875 0.387 1.032
F -1.319 2.928 -0.174 -0.284
F -1.528 1.308 1.261 -0.357
F 0.347 2.408 1.134 -0.316
O 0.377 -1.931 -2.489 0.327
H 2.432 0.590 -3.461 0.193
H 2.724 -0.237 -1.913 -0.065
H 4.075 0.263 -2.928 0.482
H 3.888 -1.585 -4.336 0.388
H 3.126 -2.313 -2.950 -0.237
H 1.815 -1.230 -5.335 0.229
H -2.739 -0.504 -5.928 0.390
H -1.450 0.639 -5.681 0.382
H -2.920 1.311 -3.494 0.117
H -4.198 0.571 -4.418 0.326
H -2.740 2.340 -6.196 0.479
H -4.430 2.392 -5.756 0.376
H -4.085 4.303 -4.571 0.422
H -2.930 3.505 -3.531 0.265
H 0.988 3.858 -1.695 0.534
H -0.069 -1.098 0.144 -0.073
H -1.704 -0.512 -0.234 0.322
H 0.960 0.913 -0.552 0.217
H -0.374 1.353 -1.639 -0.124
C -1.070 4.602 4.037 -0.694
O -2.301 4.086 4.484 -0.326
C -2.704 2.960 3.725 -0.326
C -3.825 2.220 4.417 -0.489
O -3.385 1.368 5.463 -0.449
C -3.091 1.994 6.700 -0.419
C -4.314 2.319 7.526 -0.592
O -4.923 3.512 7.070 -0.247
C -6.206 3.694 7.619 -0.767
H -1.122 4.908 2.985 0.278
H -0.838 5.473 4.647 0.266
H -0.266 3.864 4.146 0.294
H -1.858 2.279 3.582 0.225
H -3.053 3.296 2.737 0.409
H -4.284 1.556 3.682 0.407
H -4.583 2.923 4.770 0.212
H -2.482 2.890 6.557 0.225
H -2.503 1.261 7.257 0.376
H -4.014 2.439 8.578 0.442
H -5.024 1.484 7.463 0.336
H -6.884 2.884 7.324 0.315
H -6.594 4.637 7.241 0.228
H -6.171 3.738 8.715 0.310
C 6.008 -7.733 1.231 -0.770
O 5.499 -6.428 1.094 -0.244
C 6.434 -5.551 0.497 -0.601
C 5.762 -4.269 0.064 -0.431
O 5.056 -4.379 -1.160 -0.441
C 3.772 -4.980 -1.094 -0.699
C 2.695 -4.051 -0.588 -0.049
O 2.716 -3.970 0.826 -0.384
C 1.935 -2.892 1.279 -0.695
H 6.914 -7.747 1.850 0.310
H 5.242 -8.334 1.716 0.231
H 6.244 -8.173 0.255 0.317
H 6.896 -6.028 -0.377 0.340
H 7.227 -5.312 1.221 0.437
H 6.546 -3.532 -0.123 0.387
H 5.117 -3.892 0.862 0.223
H 3.791 -5.898 -0.503 0.332
H 3.527 -5.239 -2.126 0.455
H 1.713 -4.421 -0.912 0.466
H 2.844 -3.055 -1.024 -0.061
H 2.343 -1.935 0.926 0.251
H 1.944 -2.900 2.367 0.389
H 0.899 -2.987 0.930 0.263

# 7
104
Properties=species:S:1:pos:R:3:mulliken_charge:R:1 method="wB97M-V/def2-TZVPD" homo_energy_ha=-0.333 charge=0 orbital_gap_ev=9.43 smiles="CC(=O)OCCCN(CCCCO)S(=O)(=O)F.COCCOCCOC.COCCOCCOC.COCCOCCOC" lumo_ev=0.38 fmax_ev_per_a=1.20
C 3.138 0.040 1.708 -0.865
C 3.278 0.270 0.236 0.729
O 4.106 0.962 -0.263 -0.511
O 2.374 -0.427 -0.498 -0.263
C 1.787 0.263 -1.610 -1.260
C 0.342 0.587 -1.297 -0.495
C 0.196 1.600 -0.165 -0.580
N -0.905 2.558 -0.415 0.049
C -2.238 1.950 -0.648 -1.714
C -2.952 1.271 0.523 0.200
C -2.482 -0.150 0.870 -0.270
C -3.564 -0.959 1.599 -0.487
O -4.231 -1.903 0.769 -0.544
S -0.903 3.796 0.639 1.248
O -2.107 4.528 0.496 -0.589
O 0.362 4.436 0.618 -0.621
F -0.971 3.060 2.027 -0.247
H 4.100 0.243 2.172 0.361
H 2.851 -0.997 1.887 0.185
H 2.369 0.698 2.110 0.191
H 2.350 1.157 -1.876 0.668
H 1.828 -0.402 -2.475 0.419
H -0.193 -0.342 -1.087 0.038
H -0.113 0.994 -2.205 0.437
H 1.117 2.187 -0.118 0.924
H 0.098 1.122 0.813 0.173
H -2.163 1.245 -1.475 0.454
H -2.874 2.762 -0.997 0.432
H -4.000 1.180 0.213 0.355
H -2.971 1.892 1.417 0.208
H -2.163 -0.690 -0.025 0.226
H -1.630 -0.101 1.555 0.133
H -4.282 -0.288 2.082 0.267
H -3.096 -1.543 2.393 0.348
H -4.297 -1.530 -0.118 0.331
C 2.151 -3.520 0.423 -0.681
O 1.366 -4.095 1.447 -0.300
C 0.096 -4.525 0.993 -0.288
C -0.404 -5.709 1.787 -0.490
O 0.232 -6.935 1.471 -0.457
C 1.554 -7.143 1.942 -0.309
C 1.659 -7.381 3.430 -0.590
O 1.546 -6.168 4.153 -0.231
C 1.062 -6.355 5.462 -0.790
H 1.705 -2.594 0.060 0.158
H 3.131 -3.301 0.844 0.283
H 2.281 -4.218 -0.413 0.423
H 0.140 -4.797 -0.069 0.364
H -0.621 -3.699 1.112 0.220
H -1.451 -5.859 1.516 0.393
H -0.366 -5.502 2.859 0.185
H 2.220 -6.334 1.634 0.097
H 1.884 -8.057 1.443 0.407
H 2.638 -7.832 3.646 0.409
H 0.875 -8.084 3.738 0.350
H 0.091 -6.866 5.456 0.338
H 0.934 -5.370 5.908 0.233
H 1.766 -6.932 6.073 0.323
C 11.273 0.604 -3.341 -0.781
O 10.088 1.344 -3.169 -0.258
C 10.229 2.709 -3.520 -0.566
C 8.929 3.285 -4.033 -0.299
O 8.589 2.884 -5.349 -0.455
C 8.105 1.565 -5.539 -0.413
C 6.704 1.333 -5.021 -0.531
O 6.696 1.183 -3.615 -0.283
C 5.463 1.544 -3.027 -0.859
H 12.059 0.937 -2.654 0.326
H 11.041 -0.439 -3.131 0.232
H 11.643 0.680 -4.371 0.339
H 11.003 2.830 -4.287 0.354
H 10.531 3.273 -2.626 0.380
H 9.063 4.367 -4.097 0.394
H 8.114 3.092 -3.332 0.110
H 8.794 0.822 -5.130 0.175
H 8.076 1.434 -6.623 0.400
H 6.307 0.415 -5.479 0.392
H 6.068 2.175 -5.319 0.334
H 5.193 2.573 -3.295 0.342
H 5.574 1.480 -1.953 0.319
H 4.661 0.866 -3.345 0.369
C -8.990 5.504 0.009 -0.763
O -9.315 4.161 0.282 -0.282
C -8.886 3.268 -0.730 -0.568
C -8.562 1.907 -0.159 -0.418
O -7.336 1.848 0.552 -0.331
C -7.285 2.431 1.845 -0.365
C -8.037 1.665 2.909 -0.658
O -9.430 1.897 2.816 -0.263
C -10.198 0.837 3.335 -0.768
H -9.528 5.877 -0.871 0.329
H -9.282 6.094 0.876 0.235
H -7.913 5.627 -0.153 0.328
H -8.000 3.664 -1.241 0.347
H -9.693 3.153 -1.466 0.396
H -8.427 1.227 -1.004 0.365
H -9.391 1.528 0.442 0.179
H -7.598 3.477 1.825 0.165
H -6.226 2.408 2.114 0.384
H -7.689 2.000 3.896 0.426
H -7.820 0.595 2.803 0.367
H -9.954 -0.110 2.838 0.334
H -11.245 1.069 3.148 0.236
H -10.048 0.723 4.415 0.322

# 8
8
Properties=species:S:1:pos:R:3:nbo_charge:R:1 method="wB97M-V/def2-TZVPD" homo_energy_ha="-0.593 / -0.593" charge=+1 orbital_gap_ev="9.39 / 9.39" de_lowest_kj_mol=38.10 lumo_ev="-6.74 / -6.74" fmax_ev_per_a=2.76
O 0.672 1.115 -0.104 0.114
O 1.622 -0.093 0.086 -0.498
O -1.976 -0.929 -0.026 -0.363
O -0.479 0.760 0.421 0.094
O -1.128 -0.061 -0.593 0.009
H 2.362 -0.149 -0.598 0.577
H 1.910 0.059 1.004 0.557
H -2.984 -0.702 -0.190 0.508

# 9
9
Properties=species:S:1:pos:R:3:nbo_charge:R:1 method="wB97M-V/def2-TZVPD" homo_energy_ha=-0.316 charge=0 orbital_gap_ev=8.93 de_lowest_kj_mol=156.32 lumo_ev=0.33 fmax_ev_per_a=5.42
C 0.356 -0.538 -0.269 0.881
N -1.354 1.112 0.005 -0.654
N -0.053 0.595 0.204 -0.451
O 0.223 -1.217 -1.234 -0.552
O 1.611 -0.979 0.771 -0.862
I 2.072 -2.709 0.355 0.469
H -1.412 2.125 -0.062 0.374
H -1.777 0.687 -0.820 0.378
H 0.334 0.923 1.050 0.418

# 10
8
Properties=species:S:1:pos:R:3:nbo_charge:R:1 method="wB97M-V/def2-TZVPD" homo_energy_ha="-0.305 / -0.300" charge=0 orbital_gap_ev="7.49 / 7.16" de_lowest_kj_mol=311.70 lumo_ev="-0.81 / -1.01" fmax_ev_per_a=3.37
C -0.696 -0.657 -0.364 0.147
O -1.821 -0.483 0.244 -0.466
S 1.786 1.123 0.185 -0.224
S -2.768 0.823 -0.027 -0.081
H -0.173 -1.491 0.130 0.170
H -0.209 -0.018 -1.200 0.200
H 1.792 -0.065 -0.342 0.117
H 2.088 0.768 1.374 0.138

# 11
34
Properties=species:S:1:pos:R:3:nbo_charge:R:1 method="wB97M-V/def2-TZVPD" homo_energy_ha=-0.316 charge=0 orbital_gap_ev=9.45 de_lowest_kj_mol=198.42 lumo_ev=0.84 fmax_ev_per_a=3.79
C -0.379 -2.658 -0.538 -0.452
C -0.114 -1.108 2.680 -0.452
C 0.178 -1.499 -0.324 -0.394
C -0.525 -0.679 1.491 -0.375
C 2.514 0.531 -0.120 -1.101
C 0.950 0.508 -2.739 -1.106
C 2.849 -1.850 -2.142 -1.095
C -0.753 2.220 0.044 -1.082
C -2.168 1.518 2.751 -1.068
C -3.156 0.098 -0.062 -1.083
Si 1.617 -0.624 -1.354 1.584
Si -1.639 0.761 1.003 1.563
H -0.239 -3.398 -1.351 0.201
H -1.097 -3.100 0.173 0.196
H -0.413 -0.414 3.528 0.206
H 0.693 -1.832 2.905 0.218
H 2.549 0.104 0.909 0.243
H 3.535 0.803 -0.478 0.236
H 2.044 1.488 -0.061 0.227
H 1.442 1.480 -2.701 0.242
H 0.960 -0.029 -3.690 0.238
H -0.212 0.655 -2.447 0.234
H 2.575 -2.839 -1.956 0.237
H 2.979 -1.649 -3.197 0.237
H 3.853 -1.792 -1.723 0.243
H -0.762 2.297 -1.028 0.240
H -1.042 3.170 0.525 0.239
H 0.255 2.242 0.284 0.231
H -3.104 1.068 3.193 0.238
H -1.435 1.243 3.431 0.215
H -2.280 2.607 2.563 0.231
H -3.202 -0.957 -0.207 0.240
H -4.221 0.571 0.119 0.243
H -2.843 0.360 -1.052 0.227

# 12
16
Properties=species:S:1:pos:R:3:nbo_charge:R:1 method="wB97M-V/def2-TZVPD" homo_energy_ha=-0.370 charge=0 orbital_gap_ev=11.15 smiles=C[C@H]1C[C@H]1CO de_lowest_kj_mol=111.67 lumo_ev=1.07 fmax_ev_per_a=0.38
C -0.337 -0.361 1.572 -0.620
C 0.755 -0.450 0.526 -0.237
C 0.510 -1.359 -0.644 -0.410
C 0.560 0.129 -0.859 -0.259
C -0.652 0.997 -1.120 -0.065
O -0.634 2.148 -0.290 -0.717
H -0.320 0.571 2.152 0.202
H -1.326 -0.435 1.108 0.212
H -0.249 -1.191 2.281 0.219
H 1.771 -0.401 0.913 0.216
H 1.324 -1.966 -1.031 0.220
H -0.461 -1.852 -0.658 0.211
H 1.468 0.491 -1.338 0.219
H -0.647 1.362 -2.153 0.186
H -1.585 0.427 -0.980 0.156
H -0.178 1.890 0.521 0.467